6 unconnected molecules or ions with the total composition C47H75F17N9O at a distorted geometry, computed with the ωB97M-V functional and the def2-TZVPD basis.

Its HOMO-LUMO gap is 8.28 eV. Its molar mass is 1105.145 g mol⁻¹. As for the total charge: +1. The HOMO energy comes out at -11.317 eV. The calculation puts the total energy at -4101.35358 Eh.

XYZ file:
```
149
Properties=species:S:1:pos:R:3:forces:R:3
H 0.61798 -6.94297 -8.08704 -0.01 0.13 -0.12
H 0.21066 -5.81730 -6.76690 0.10 0.16 0.00
N -2.56211 -3.50084 -0.00245 1.21 -2.51 -1.03
N -1.02089 -1.93792 -0.38743 -0.13 -0.17 0.11
H 0.22514 7.22663 3.21175 -0.06 -0.01 0.07
H -1.21058 -2.00088 3.79505 -0.05 0.15 0.30
C -6.60821 -1.32713 -4.12866 0.12 -0.09 -0.15
C -6.54730 10.86308 1.32911 0.00 0.11 -0.19
H -5.68055 0.45749 -6.08176 0.01 0.01 0.00
H -0.07219 -3.66026 -0.05564 0.16 -0.05 0.00
C 4.95863 -5.08008 2.66793 -0.61 0.10 0.80
H 2.33658 3.61576 1.23325 0.00 -0.09 0.00
C -2.48714 -2.89169 2.31452 -0.07 -0.77 0.88
H -6.47118 11.07605 2.39679 0.03 -0.02 0.02
C 1.06364 4.80667 4.13459 -0.01 0.13 0.31
H -6.27658 14.14845 0.18579 -0.01 0.01 0.02
H 1.61792 -6.83768 -1.60095 -0.04 0.01 0.32
C 2.68768 -3.89807 2.14734 0.88 1.13 -0.50
F 8.77682 -3.65827 0.27406 -0.08 -0.21 0.27
N -4.24560 9.95723 0.49100 0.04 0.00 -0.27
H 4.24490 -6.75433 -5.36948 0.30 0.03 0.05
C 2.97427 -6.21094 -3.68706 0.07 -0.35 -0.45
C -3.59894 7.40111 3.01389 0.00 0.23 -0.04
F 8.62341 -5.38613 2.18343 -0.24 0.34 0.08
C -1.67710 -3.57230 1.22045 -0.21 1.75 -0.61
C -2.08005 -2.68565 -0.90854 0.51 0.87 1.12
H -3.06662 1.32803 -0.51117 -0.02 -0.21 -0.14
H 2.40450 8.19813 2.51863 0.02 0.01 0.01
F 4.35214 -5.19118 3.88387 0.29 0.19 -0.15
C -3.92228 6.52262 4.22931 0.14 0.08 -0.17
H -4.36143 7.23663 2.25054 0.01 -0.09 0.01
F 2.18786 -5.15185 2.17670 -0.12 0.07 0.30
C 7.84724 -3.41336 1.23757 0.78 0.30 -0.74
H -3.41662 -3.45852 2.40007 -0.14 -0.02 -0.14
H -2.53503 -2.93253 4.51534 -0.09 -0.05 0.10
H 3.62545 5.63891 0.58848 0.04 0.00 -0.02
H 0.83063 -1.34384 1.29975 0.08 0.15 0.16
H -2.74172 9.09982 4.06654 -0.06 -0.06 0.09
C 7.46409 -4.80945 1.79505 0.66 -0.28 -0.14
H -3.47259 -5.32934 0.50796 0.11 0.11 0.25
H 3.21747 -7.23926 -3.42031 0.01 -0.07 0.17
H -1.64261 2.21982 -0.02191 0.14 0.04 0.20
H -0.96372 -0.28593 0.97009 0.02 -0.36 0.25
C 9.48370 -1.40167 1.51929 0.09 0.82 0.64
H 1.76150 6.10257 5.61629 0.02 -0.05 0.00
H -7.92409 12.45567 0.90652 -0.02 -0.10 0.02
C -2.59825 -5.59519 -1.43807 0.22 -0.65 0.83
H 0.03272 -7.54839 -6.53921 -0.04 -0.12 -0.02
H 2.09664 5.59394 -0.27775 -0.01 -0.03 -0.03
H -2.05126 2.15195 -1.70084 0.05 0.07 -0.17
H 0.93449 8.17893 4.50500 -0.08 -0.06 0.07
C -5.07226 -0.43997 -5.96214 -0.01 -0.05 0.01
H 2.63503 2.77677 -1.70108 -0.03 0.00 -0.03
F 8.97850 -0.93770 0.36703 0.41 -0.48 0.34
F 2.48297 -3.26894 3.33339 -0.23 -0.56 0.16
C -5.94160 13.26272 0.72450 -0.01 -0.01 -0.02
C -6.94422 12.12674 0.55701 0.06 0.25 -0.03
H -1.36841 -0.02898 -1.86450 0.01 0.01 -0.10
F 4.72390 -6.23860 2.02734 0.39 0.41 -0.10
H -4.26084 -4.43516 -0.76406 -0.11 0.07 0.02
H 0.47482 -2.55954 2.48856 0.29 -0.06 0.15
C -1.82414 -2.89439 3.70230 0.67 0.35 -0.92
C -3.53668 8.88506 3.34930 0.18 0.00 0.11
H -2.40389 -5.07103 -2.36479 0.03 0.33 -0.03
H -2.64486 7.09090 2.58331 -0.03 -0.09 -0.01
F 6.81896 -2.81358 0.61040 -0.08 -0.30 0.38
H -0.39719 -7.86611 -2.15713 -0.12 -0.14 -0.02
H -4.25762 -0.20947 -5.27302 -0.03 0.03 0.03
H 3.20990 -5.38877 -7.08668 -0.07 0.04 -0.17
N -2.54956 -2.49928 -2.16288 -0.98 0.45 -0.08
F 10.69368 -1.93726 1.35925 -0.63 0.13 -0.31
C 2.62415 -5.71762 -6.22234 0.82 0.08 -0.06
C 0.73038 -2.41596 1.44579 -0.86 0.24 -0.50
H 1.93985 -4.90096 -5.98565 -0.32 -0.11 -0.02
F 6.60560 -3.88857 3.86901 0.10 0.21 -0.49
H 1.00473 -6.87182 -4.18910 -0.02 -0.02 -0.21
H -2.19220 -3.01482 -2.94258 0.27 0.05 -0.04
H -4.88851 6.79702 4.65508 0.00 0.00 0.04
H 3.59468 5.14606 -1.10529 -0.01 0.03 0.00
C -5.25641 10.34955 0.86347 -0.26 0.01 0.05
C 3.05527 5.08644 -0.15764 -0.01 -0.03 -0.01
H 2.49425 6.44267 2.51981 0.00 -0.04 0.04
N -4.85052 -0.83527 -2.26188 0.03 0.01 0.00
F 4.43154 -4.14094 0.59881 0.29 0.38 0.11
H 1.12094 -5.12311 -3.99768 -0.07 0.03 -0.15
N -2.08854 6.80115 6.06746 0.14 0.02 0.11
C -1.46505 -0.60015 0.05802 -0.21 0.81 -1.22
F 4.71326 -2.71544 2.28471 0.23 -0.17 -0.17
H 0.92017 -5.20812 -1.70321 0.15 0.04 0.16
C 2.86865 3.63822 0.28087 0.10 0.26 0.11
C -0.49158 -6.78266 -2.14828 0.69 0.09 0.42
H -3.32605 -1.83949 -2.29761 0.16 -0.34 0.04
C 8.49261 -2.38932 2.22108 -0.44 0.66 -0.04
H -5.82432 13.53160 1.77593 0.01 0.01 0.00
F 6.80831 -6.02650 3.66363 -0.10 0.05 -0.23
C 3.60412 -5.92797 -5.07894 -0.63 0.16 0.30
N -0.29412 3.73693 -1.15450 0.20 0.47 -0.07
H -0.73161 -5.68278 -0.29281 0.12 0.07 0.01
C -5.62493 -1.05116 -3.08067 -0.36 0.09 -0.01
C 2.04904 -3.08302 1.03028 -0.15 0.13 0.24
F 7.00856 -5.54822 0.75831 -0.31 0.35 0.30
C 6.47375 -4.89791 2.99543 -0.20 -1.05 0.37
C 0.96061 6.06623 4.87638 -0.05 0.09 -0.23
H -1.36003 -4.59165 1.41178 -0.56 -0.25 0.27
H 2.73176 -2.30427 0.70916 0.28 0.04 0.14
C 1.05239 7.26327 3.92413 0.17 0.11 -0.14
F 7.48991 -1.61672 2.70022 0.13 -0.21 0.06
H 2.01218 1.76725 -0.39447 -0.06 -0.03 -0.07
C 1.45973 -6.08047 -3.59840 0.07 0.04 0.48
H -4.48253 9.23330 3.77353 0.01 0.00 0.02
C 0.65228 -6.78465 -7.00907 -0.07 -0.42 -0.04
C -0.45878 -2.87158 0.59490 0.52 -0.68 0.28
H -7.04581 11.88886 -0.50322 -0.04 -0.08 0.02
H 0.00929 6.08353 5.40665 0.03 -0.06 0.06
H -1.61555 -7.19439 -0.37272 -0.14 0.08 0.32
F 9.13043 -2.95829 3.25091 -0.07 -0.14 -0.24
H -4.62514 -0.67419 -6.92716 -0.02 0.02 -0.01
H 4.18775 -5.01399 -4.99499 0.29 0.00 -0.19
H 3.45685 -5.58583 -2.93678 -0.01 0.13 0.09
H -2.77545 -1.89363 2.00224 0.06 0.15 -0.05
C -1.33203 -6.31418 -0.94403 -0.16 -0.25 -0.81
C 2.36996 7.31725 3.15979 -0.03 0.04 -0.02
H -5.27925 -2.49593 -5.36809 -0.08 -0.05 0.03
F 9.60802 -0.34185 2.35120 0.12 -0.53 -0.43
C -2.89899 6.67141 5.26688 -0.27 -0.10 -0.08
H 1.94224 -3.73482 0.16842 -0.12 -0.13 -0.05
H -2.55456 -0.62348 0.21700 -0.01 -0.05 0.40
H -7.29698 10.08311 1.19387 0.02 -0.05 0.04
H -4.96164 12.99160 0.32961 0.01 -0.03 0.03
H 3.21932 7.36445 3.84405 0.01 -0.01 -0.01
C 0.93269 -6.20196 -2.15809 -0.14 0.00 -0.73
H -1.11681 -3.72042 3.75160 -0.15 -0.28 0.35
H -3.30857 -6.38089 -1.69382 -0.19 0.04 -0.15
C -5.91336 -1.61205 -5.46700 0.20 0.14 -0.17
C 2.10677 2.79517 -0.74631 0.03 0.10 0.21
C 4.24679 -3.91767 1.92908 -1.00 -1.08 -0.34
C -3.28818 -4.74048 -0.38421 -0.94 0.51 -0.56
N 1.14499 3.82420 3.54829 -0.01 -0.19 -0.19
H -7.27068 -0.46505 -4.21562 0.01 0.03 0.05
H -7.20865 -2.18251 -3.81852 -0.03 0.03 0.08
N -1.18612 0.39554 -0.96524 0.10 -0.30 0.07
H -6.67583 -1.84833 -6.20920 -0.07 -0.05 0.08
O 1.96766 -6.93010 -6.52091 -0.35 0.29 0.35
H -3.33532 9.46205 2.45161 0.03 -0.05 0.13
H -0.96648 -6.52292 -3.09379 -0.22 0.13 -0.01
C 0.76132 3.32777 -0.97149 0.19 -0.17 -0.15
H -3.96832 5.47264 3.93905 -0.01 -0.03 0.07
H 3.84819 3.18673 0.44889 -0.04 -0.11 -0.03
C -2.03003 1.57016 -0.79250 -0.51 -0.12 0.21
```
Forces are in eV/Å.

Atom charges from the Löwdin analysis, given in e for atoms 1 to 4:
1. H 0.0867
2. H 0.0806
3. N 0.0819
4. N 0.0417